Record 1
Entry from the Open Molecules 2025 dataset: a 2-piece molecular cluster, C10H16 overall at a distorted geometry (the ωB97M-V functional and the def2-TZVPD basis).

Geometry as XYZ:
```
26
Properties=species:S:1:pos:R:3:forces:R:3
C -0.0230 2.8332 -0.9506 -2.021 -2.515 -0.791
C -0.9185 1.9768 -1.7091 2.036 3.317 -2.482
C -0.7303 1.6376 0.9990 -0.413 -0.087 -6.055
C -1.4822 0.8836 -1.1798 -2.207 -2.573 -0.195
C -1.5146 0.7396 0.2543 2.546 2.398 -2.251
C 2.3823 -1.8125 -0.8381 0.265 3.542 1.244
C -2.3394 -0.2244 0.9038 -5.667 0.212 -1.982
C 1.1190 -1.8463 1.4351 3.987 -5.941 -2.648
C 0.0627 2.6167 0.4044 1.748 1.022 -0.526
C 1.0540 -1.7144 -0.0855 -2.340 1.011 -1.966
H 2.2249 -1.9030 1.5682 -0.817 1.039 1.088
H -1.9006 -0.8711 1.5641 1.243 -1.747 1.524
H -2.9563 -0.7997 0.0375 1.387 0.952 2.320
H -1.9702 0.0929 -1.9487 0.803 1.884 2.260
H 0.8362 -2.8974 1.8422 0.015 1.534 -1.008
H -0.8212 1.5386 1.9482 -0.103 -0.445 6.362
H 3.2155 -1.1500 -0.3816 -1.330 -1.031 -0.231
H 0.6367 3.3919 -1.5656 0.396 1.066 0.114
H 0.5446 -0.6566 -0.5266 1.235 -2.789 1.807
H -3.1447 0.3858 1.4917 1.159 -1.285 -0.856
H 0.3595 -2.5259 -0.4690 0.685 0.974 0.076
H 0.8912 3.2138 0.8754 -1.281 -0.795 0.301
H 2.1787 -1.2765 -1.7468 0.302 -0.406 -0.987
H 2.7869 -2.7550 -0.9700 0.592 -2.002 -0.385
H -1.0385 2.3242 -2.8334 0.283 -1.364 2.270
H 0.5472 -1.2018 1.8811 -2.503 4.028 2.998
```
Positions in Å, forces in eV/Å.

Properties
E in Eh: -390.5128
Molar mass in u: 136.24
HOMO in eV: -8.743
SMILES string: Cc1ccccc1.CCC
Orbital gap in Ha: 0.3577

***

Record 2
Entry from the Open Molecules 2025 dataset: a 2-piece molecular cluster, C10H16 overall at a distorted geometry (the ωB97M-V functional and the def2-TZVPD basis).

Geometry as XYZ:
```
26
Properties=species:S:1:pos:R:3:forces:R:3
C 0.6152 0.6520 -1.0369 0.025 -1.395 0.179
C 1.8107 -1.7807 -0.2125 0.141 0.711 0.635
C 0.4782 -0.4990 -1.8194 1.371 -2.006 1.020
C 1.8903 -0.6075 0.5771 0.832 -2.138 0.130
C 1.3760 0.5471 0.1486 -1.225 1.508 -1.374
C 1.1334 -1.7533 -1.4101 -0.638 2.204 -0.044
C -0.0743 1.9230 -1.3892 -0.372 3.076 0.098
C -1.5549 0.2413 1.9592 0.705 1.540 -0.711
C -1.6299 -0.8244 0.8900 -2.328 -1.608 0.812
C -2.5025 1.3889 1.5942 -1.211 -0.050 -0.083
H -0.5961 0.7841 1.7349 -0.182 -1.204 1.288
H -2.0238 2.3357 1.3910 0.583 0.016 -0.820
H 1.0676 -2.6203 -2.0461 -0.094 -0.105 -0.088
H -1.3062 -0.4764 -0.0364 0.287 1.063 -1.490
H 1.4399 1.4711 0.6669 0.293 0.514 0.890
H -3.1532 1.0563 0.7643 0.208 0.605 0.260
H 0.7285 2.6109 -1.9285 -2.019 -1.260 0.643
H 2.3373 -2.6155 0.2414 -0.319 -0.370 -0.618
H -1.7089 -0.0891 3.0113 0.499 0.100 -0.857
H -0.9679 1.6497 -2.0001 0.901 0.672 -0.051
H -0.1050 -0.6178 -2.7236 -0.137 0.679 -0.025
H 2.3887 -0.7249 1.5312 0.069 0.379 0.022
H -2.6902 -1.2418 0.6975 1.426 0.629 0.583
H -0.5495 2.6697 -0.5290 1.534 -2.386 -1.695
H -0.9818 -1.6641 1.0309 0.357 -0.669 0.607
H -3.1319 1.7483 2.3879 -0.704 -0.506 0.689
```
Positions in Å, forces in eV/Å.

Properties
E in Eh: -390.5734
Molar mass in u: 136.24
HOMO in eV: -9.008
SMILES string: Cc1ccccc1.CCC
Orbital gap in Ha: 0.3687

***

Record 3
Entry from the Open Molecules 2025 dataset: a 2-piece molecular cluster, C10H16 overall at a distorted geometry (the ωB97M-V functional and the def2-TZVPD basis).

Geometry as XYZ:
```
26
Properties=species:S:1:pos:R:3:forces:R:3
C -0.7070 -0.0125 -2.7898 0.796 1.105 -2.134
C -0.4219 1.3453 -2.5860 -1.627 -0.235 1.073
C -1.3374 -0.8208 -1.8905 0.247 0.397 0.795
C 1.0324 -1.0529 1.2529 -0.152 -0.609 -2.567
C 1.6406 -0.0098 2.1990 0.014 -1.075 -0.601
C 1.9018 -2.2093 0.6525 0.849 0.595 1.008
C -1.4432 1.5568 1.0417 -1.961 2.693 0.751
C -0.8235 1.8891 -1.3694 0.788 -0.701 0.425
C -1.6380 -0.2672 -0.6388 -0.302 -0.601 -0.742
C -1.3159 1.0519 -0.3558 -0.465 -0.449 0.204
H 0.8847 0.1769 2.9643 0.687 0.297 0.329
H -0.6457 2.9163 -1.0997 0.086 0.325 -0.172
H 2.0242 -2.1479 -0.4288 -0.530 -0.178 -0.034
H 0.7292 -0.5446 0.3290 -0.064 0.313 0.382
H -0.4791 -0.3240 -3.8074 0.021 -0.583 0.260
H -1.6198 0.9124 1.9037 1.077 -0.614 -0.405
H 2.6288 -0.3587 2.5321 -0.515 0.057 0.625
H 0.0892 -1.5183 1.5266 -0.036 0.205 0.859
H -0.1045 1.9791 -3.3963 0.365 -0.033 -0.072
H -0.7527 2.3916 1.1876 0.796 -0.743 0.507
H 1.5782 -3.1994 0.9823 -0.055 0.095 -0.276
H -1.4814 -1.8597 -2.1479 -0.361 -0.039 0.187
H 2.9304 -2.0980 0.9991 0.154 -0.102 0.244
H -2.3438 2.2116 1.2523 0.056 -0.633 -1.063
H 1.8568 0.8827 1.6241 -0.196 0.370 0.100
H -2.1820 -0.8905 0.0633 0.325 0.142 0.316
```
Positions in Å, forces in eV/Å.

Properties
E in Eh: -390.5868
Molar mass in u: 136.24
HOMO in eV: -8.856
SMILES string: Cc1ccccc1.CCC
Orbital gap in Ha: 0.3623

***

Record 4
Entry from the Open Molecules 2025 dataset: a 2-piece molecular cluster, C10H16 overall at a distorted geometry (the ωB97M-V functional and the def2-TZVPD basis).

Geometry as XYZ:
```
26
Properties=species:S:1:pos:R:3:forces:R:3
C 1.6916 1.3920 1.5360 -0.483 -1.004 0.610
C -1.2545 0.8525 -3.5548 0.087 -0.041 -0.124
C 0.1664 1.4715 -0.3005 0.660 0.662 -0.469
C 1.3951 0.0217 1.6410 0.838 0.299 0.293
C 0.4728 -0.6133 0.8384 -0.331 0.304 -1.014
C -2.3028 -0.0549 -2.9175 0.760 -0.692 1.556
C -0.0139 -2.4469 2.5208 -0.519 0.698 -0.028
C 1.0044 2.1257 0.6098 -0.218 0.196 -0.620
C 0.0871 -2.0498 1.0360 0.045 -0.920 0.424
C -0.0948 0.1223 -0.2315 0.008 -0.172 1.637
H 1.9699 -0.5367 2.3727 -0.269 -0.098 0.084
H -3.3295 0.1710 -3.1769 -0.078 -0.133 0.104
H 0.9508 -2.4872 3.0201 0.034 -0.049 0.000
H -0.8720 -0.3452 -0.8139 0.454 -0.055 -0.238
H 1.0730 3.2029 0.5155 0.336 -0.048 0.094
H 2.3785 1.7987 2.2656 0.045 0.281 -0.178
H -0.4211 0.2405 -3.8978 0.079 0.286 -0.250
H -0.5634 -3.3666 2.7152 0.227 -0.231 -0.328
H -1.6465 1.4695 -4.3615 -0.061 -0.394 -0.334
H -2.1406 -0.0870 -1.8288 -0.965 1.173 -0.191
H -2.0771 -1.1285 -2.9487 -0.252 0.003 -1.477
H -0.8793 -2.2633 0.5724 0.013 0.255 -0.097
H -0.1199 2.0885 -1.1417 -0.672 -0.163 0.126
H 0.7927 -2.7145 0.5277 0.086 0.073 -0.025
H -0.8528 1.5963 -2.8715 -0.029 -0.194 0.223
H -0.6169 -1.6661 2.9969 0.204 -0.035 0.222
```
Positions in Å, forces in eV/Å.

Properties
E in Eh: -390.6000
Molar mass in u: 136.24
HOMO in eV: -9.030
SMILES string: CCc1ccccc1.CC
Orbital gap in Ha: 0.3695

***

no.,LUMO (eV)
1,0.99
2,1.03
3,1.00
4,1.02